1) 9
Properties=species:S:1:pos:R:3:nbo_charge:R:1 method="wB97M-V/def2-TZVPD" gap_ev="7.1882 / 7.1888" homo_energy_ev="-14.44 / -14.44" charge=+1 lumo_ev="-7.3 / -7.3"
C 0.69325 -1.40827 -0.08823 0.165
C 2.11635 -1.12785 -0.01768 -0.326
C 0.54056 0.84356 -0.04060 -0.442
N -0.16132 -0.34194 0.10122 -0.403
S 2.30217 0.48771 0.01411 0.721
H 0.26212 -2.41111 -0.04671 0.260
H 0.21658 1.23303 -0.96837 0.283
H 0.46448 1.57379 0.64915 0.269
H -1.16552 -0.30006 0.27272 0.473

2) 9
Properties=species:S:1:pos:R:3:nbo_charge:R:1 method="wB97M-V/def2-TZVPD" gap_ev=8.2255 homo_energy_ev=-13.45 charge=+1 lumo_ev=-5.2
C -1.61804 1.16658 -0.46218 0.390
N -0.65146 0.49313 -0.64760 -0.176
C 0.49381 -0.16738 -0.58548 -0.342
C 0.87808 -0.63525 1.12113 -0.363
S 2.27368 -1.18413 1.54011 0.364
H -2.66495 1.43763 -0.29814 0.315
H 1.16574 0.44873 -1.23021 0.291
H 0.17166 -1.01447 -1.26325 0.285
H -0.04852 -0.54484 1.82563 0.236

3) 9
Properties=species:S:1:pos:R:3:nbo_charge:R:1 method="wB97M-V/def2-TZVPD" gap_ev=7.9933 homo_energy_ev=-15.11 charge=+1 lumo_ev=-7.1
C 0.61718 -1.22385 -0.37756 0.230
C 1.75172 -0.34928 -0.84113 -0.299
C -0.23870 0.51186 0.63482 -0.396
N -0.60688 -0.36941 -0.32514 -0.640
S 1.53930 0.99720 0.01536 0.625
H -0.87051 1.38558 0.77580 0.278
H 0.03924 -0.19474 1.53022 0.267
H -0.76871 0.20103 -1.23650 0.453
H -1.46264 -0.95839 -0.17587 0.482

Verdict on stability: 3) comes out at the bottom.

1) 15
Properties=species:S:1:pos:R:3:nbo_charge:R:1 method="wB97M-V/def2-TZVPD" gap_ev=11.4391 homo_energy_ev=-10.62 lumo_ev=0.8
O 1.26588 -1.79830 -0.70978 -0.748
C 1.06063 -0.49029 0.00494 0.080
C -0.13746 -0.43872 1.04927 -0.433
C -1.27075 0.40922 0.37956 -0.253
Cl -2.43176 -0.52311 -0.49008 -0.012
C -0.57311 1.30896 -0.53503 0.031
O 0.83092 1.78669 -0.16172 -0.490
C 0.55330 0.52855 -0.89581 0.020
H 1.14251 -2.60696 -0.30296 0.480
H 1.97028 -0.03186 0.51578 0.213
H -0.42681 -1.58693 1.08830 0.231
H 0.04962 0.04177 2.02575 0.237
H -1.78344 0.99941 1.05621 0.213
H -1.25813 1.87499 -1.18199 0.225
H 1.00834 0.52658 -1.84245 0.205

2) 15
Properties=species:S:1:pos:R:3:nbo_charge:R:1 method="wB97M-V/def2-TZVPD" gap_ev=10.9703 homo_energy_ev=-10.15 lumo_ev=0.8
O -0.24880 1.80816 -0.80965 -0.708
C -0.72565 0.85366 0.06949 0.071
C 0.30438 0.32943 1.07976 -0.441
C 1.07124 -0.81546 0.33424 -0.232
Cl 2.43028 -0.08336 -0.49215 -0.047
C 0.07143 -1.30459 -0.69319 0.034
O -1.19016 -1.55579 -0.08679 -0.488
C -1.06452 -0.32934 -0.81134 0.051
H 0.18265 2.53632 -0.30383 0.474
H -1.67983 1.20149 0.54747 0.165
H 0.89893 1.15724 1.45947 0.225
H -0.25260 -0.06539 1.94244 0.232
H 1.51801 -1.57167 1.01957 0.236
H 0.39276 -1.92682 -1.56133 0.212
H -1.70813 -0.23387 -1.69415 0.212

Verdict on stability: 1) comes out at the bottom.

1) 10
Properties=species:S:1:pos:R:3:nbo_charge:R:1 method="wB97M-V/def2-TZVPD" gap_ev=7.6665 homo_energy_ev=-3.42 charge=-1 lumo_ev=4.2
C 1.20437 -0.66856 0.08946 -0.889
S -0.35860 0.13837 -0.67047 2.209
O 0.11441 0.29896 -2.01819 -1.010
O -1.34497 -0.88254 -0.43699 -1.029
N -0.67873 1.62376 0.00059 -0.673
O -1.34225 1.36115 1.23483 -0.660
H 1.27856 -1.71252 -0.39506 0.203
H 2.02620 -0.04480 -0.16942 0.204
H 1.21462 -0.92416 1.16112 0.200
H -2.11360 0.81034 1.20413 0.446

2) 10
Properties=species:S:1:pos:R:3:nbo_charge:R:1 method="wB97M-V/def2-TZVPD" gap_ev="7.6448 / 7.6455" homo_energy_ev="-3.63 / -3.63" charge=-1 lumo_ev="4.0 / 4.0"
C -1.00471 1.22496 -1.22200 -1.071
N 0.52219 -1.64455 1.22430 -0.564
O 0.92314 -0.53774 -1.03730 -0.981
O 1.08541 1.54818 0.25468 -0.959
O -0.52936 -0.68558 1.28640 -0.623
S 0.16657 0.57030 -0.34138 2.103
H -1.52327 1.89788 -0.52174 0.210
H -1.64956 0.51854 -1.71558 0.216
H 0.71480 -1.57037 0.25415 0.367
H 1.29481 -1.32163 1.81847 0.302

Verdict on stability: 2) comes out at the bottom.

1) 22
Properties=species:S:1:pos:R:3:nbo_charge:R:1 method="wB97M-V/def2-TZVPD" gap_ev=9.7451 homo_energy_ev=-8.97 lumo_ev=0.8
C 1.09583 -0.63752 2.13918 -0.374
C 1.45661 -0.32080 0.90734 0.012
C 2.74254 -0.83694 0.17102 -0.644
C 0.61795 0.78886 0.28982 -0.656
S -0.90140 0.04995 -0.43174 2.005
C -0.18495 -0.38355 -2.15418 -0.858
O -1.18078 -1.20567 0.21361 -0.982
N -2.01974 1.02435 -0.30548 -0.964
C -3.44200 0.74857 -0.62456 -0.423
H 0.10454 -0.48947 2.57271 0.220
H 1.78601 -1.30643 2.62938 0.194
H 2.22567 -1.18281 -0.73822 0.210
H 3.50673 -0.12302 0.07640 0.222
H 3.10253 -1.83710 0.50089 0.228
H 1.16174 1.37360 -0.47788 0.240
H 0.36814 1.37656 1.11409 0.259
H 0.74954 -0.98566 -1.98500 0.237
H -0.89624 -1.03039 -2.71176 0.242
H -0.20922 0.62158 -2.64583 0.236
H -3.91649 1.71442 -0.35754 0.213
H -3.69941 -0.24486 -0.04116 0.203
H -3.73308 0.58802 -1.61210 0.182

2) 22
Properties=species:S:1:pos:R:3:nbo_charge:R:1 method="wB97M-V/def2-TZVPD" gap_ev=8.9906 homo_energy_ev=-8.50 lumo_ev=0.5
C 1.23010 -2.08278 0.64664 -0.666
C 0.65010 -0.70667 0.74158 -0.200
C 0.43666 0.01459 -0.34911 -0.003
C 0.75236 -0.41531 -1.76736 -0.668
C -0.20854 1.37948 -0.37015 -0.629
H 1.68505 -2.26241 -0.29949 0.218
H 0.51719 -2.88367 0.66546 0.218
H 1.69047 -2.28416 1.61901 0.221
H 0.32313 -0.40350 1.77759 0.207
H 1.03662 0.50158 -2.48090 0.217
H 1.37121 -1.24409 -1.95548 0.215
H -0.14749 -0.74786 -2.29153 0.224
H -0.89732 1.45681 -1.17911 0.211
H -0.68706 1.56583 0.55266 0.214
H 0.65369 2.05840 -0.59475 0.211
O 3.69652 0.80595 -1.35059 -0.465
C 3.38517 0.57805 -0.24036 0.444
S 3.23254 0.43003 1.31290 0.033
N -4.59390 1.28419 1.38334 -1.112
H -5.59860 1.09800 1.11925 0.367
H -4.65364 0.75343 2.32314 0.369
H -3.87424 1.10412 0.73726 0.377

3) 22
Properties=species:S:1:pos:R:3:nbo_charge:R:1 method="wB97M-V/def2-TZVPD" gap_ev=9.8970 homo_energy_ev=-9.01 lumo_ev=0.9
C 3.84554 0.86593 0.44658 -0.383
C 2.81707 0.93229 -0.38180 -0.413
C -1.79092 0.88034 0.59037 -0.591
C -0.87133 -0.15392 -1.51012 -0.644
C -1.17068 -1.66227 0.35952 -0.635
C -0.80214 -0.20888 0.03961 0.117
N 0.57320 0.14143 0.28086 -0.879
O 2.52481 -1.53218 0.37684 -0.977
S 1.83898 -0.66456 -0.51968 1.428
H 4.39197 1.69502 0.81155 0.202
H 4.38430 -0.13154 0.74096 0.242
H 2.15708 1.64040 -0.82085 0.225
H -1.36242 1.10206 1.60909 0.199
H -1.65248 1.70528 -0.00284 0.213
H -2.82166 0.34710 0.54732 0.225
H -0.55983 -1.01469 -2.01762 0.212
H -0.32507 0.55897 -2.00479 0.205
H -1.78155 -0.10105 -2.00706 0.213
H -0.81991 -2.43813 -0.36988 0.221
H -0.71314 -1.89320 1.39114 0.213
H -2.15008 -1.84961 0.60862 0.212
H 0.68068 0.54450 1.20339 0.394

4) 22
Properties=species:S:1:pos:R:3:nbo_charge:R:1 method="wB97M-V/def2-TZVPD" gap_ev="8.5189 / 6.7413" homo_energy_ev="-7.73 / -7.18" lumo_ev="0.8 / -0.4"
C -1.86442 0.02273 -0.91027 -0.244
C -0.72223 0.39791 -0.39559 -0.268
C -3.03258 0.85431 -1.31257 -0.684
C 1.22305 -2.68295 0.33787 -0.681
C 1.42593 -0.46674 1.91932 -0.701
C 1.39668 -1.20428 0.59354 -0.018
N 1.22664 1.96916 -0.94428 -1.068
O 0.05242 2.45948 1.27372 -0.943
S -0.24013 2.02485 -0.08396 1.413
H -1.97352 -0.99412 -1.09331 0.210
H -4.09168 0.90872 -0.87321 0.245
H -2.80377 1.94089 -1.22949 0.219
H -3.16043 0.80866 -2.40483 0.223
H 0.58415 -2.78201 -0.53579 0.226
H 0.82279 -3.13360 1.25045 0.208
H 2.07470 -3.25272 0.18854 0.219
H 0.41751 0.04286 2.11196 0.249
H 2.17036 0.35616 2.01820 0.228
H 1.47103 -1.19262 2.72979 0.207
H 1.88183 -0.63456 -0.12824 0.173
H 2.00494 2.36804 -0.55405 0.392
H 1.13673 2.18983 -1.95778 0.393

Verdict on stability: 4) comes out at the bottom.

1) 7
Properties=species:S:1:pos:R:3:nbo_charge:R:1 method="wB97M-V/def2-TZVPD" gap_ev="9.0340 / 7.9203" homo_energy_ev="-10.76 / -9.16" lumo_ev="-1.7 / -1.2"
N 1.72589 -1.51573 0.07536 0.205
O 1.32696 -2.37435 -0.69564 -0.376
O 2.88875 -1.18996 0.21312 -0.365
Si 0.42090 -0.67429 1.03733 1.110
Cl 1.08742 -0.30868 2.85054 -0.312
H 0.33650 1.52068 -0.63211 -0.104
H -0.77648 -1.42714 0.78022 -0.158

2) 7
Properties=species:S:1:pos:R:3:nbo_charge:R:1 method="wB97M-V/def2-TZVPD" gap_ev="4.9436 / 3.1497" homo_energy_ev="-8.52 / -7.68" lumo_ev="-3.6 / -4.5"
N 1.42428 0.35860 0.46452 0.189
O 2.34521 0.49999 1.26290 -0.136
O 1.33942 0.58074 -0.90204 -0.560
Si -0.07633 -0.04151 -0.32136 1.458
Cl -3.44507 -0.93613 0.38772 -0.753
H -0.48116 -1.42387 -0.19242 -0.094
H -1.10634 0.96217 -0.69933 -0.103

Verdict on stability: 2) comes out at the bottom.

1) 8
Properties=species:S:1:pos:R:3:nbo_charge:R:1 method="wB97M-V/def2-TZVPD" gap_ev=9.4832 homo_energy_ev=-9.53 lumo_ev=0.0
C -0.18584 -0.70754 0.49553 -0.654
C 0.30722 0.51073 -0.23537 -0.296
Br -1.04901 1.94849 -0.16125 -0.006
I 0.54080 -0.03365 -2.39261 0.074
H -1.04257 -1.11774 0.10207 0.226
H 0.67435 -1.31421 0.41680 0.226
H -0.41222 -0.24614 1.57768 0.223
H 1.16727 0.96005 0.19714 0.207

2) 8
Properties=species:S:1:pos:R:3:nbo_charge:R:1 method="wB97M-V/def2-TZVPD" gap_ev=9.1098 homo_energy_ev=-9.21 lumo_ev=-0.1
C -0.17200 0.13471 -0.47740 -0.733
C -0.83175 0.37955 0.85144 -0.446
Br -2.37429 -0.72033 1.39436 0.041
I -1.26920 2.40630 1.25589 0.188
H -1.12263 -0.06041 -1.07589 0.238
H 0.28316 1.17916 -0.79834 0.248
H 0.53518 -0.75463 -0.57946 0.255
H 0.01947 0.01801 2.29078 0.208

Verdict on stability: 2) comes out at the bottom.